C3H8N3O | the ωB97M-V functional and the def2-TZVPD basis

Each line ends with the Löwdin charge.
Positions of all 15 atoms, in Å:
1 C 0.396 0.270 -0.303  -0.32
2 C 0.044 0.318 1.112  -0.11
3 C 1.877 -1.672 -0.742  0.16
4 N 1.016 -0.724 -1.074  0.10
5 N -1.267 -0.140 0.643  0.00
6 N -2.143 0.839 0.357  0.04
7 O -0.102 1.298 -1.044  0.03
8 H 0.410 -0.499 1.769  0.14
9 H 0.177 1.280 1.671  0.15
10 H 2.236 -2.144 -1.713  0.13
11 H 2.245 -2.121 0.218  0.13
12 H 0.933 -0.603 -2.073  0.17
13 H -1.099 1.324 -0.921  0.09
14 H -2.993 0.392 -0.109  0.18
15 H -2.348 1.586 0.920  0.10

Atomic forces in eV per Å
C -1.49 1.26 -1.41
C 0.32 -0.87 1.82
C 0.23 -1.09 -2.25
N 0.75 -0.02 2.50
N 0.19 0.22 0.72
N -1.24 -4.17 -3.58
O 1.20 -0.74 -0.32
H 0.15 0.47 -0.62
H -0.34 -0.59 -0.88
H -0.15 0.25 1.77
H -0.90 1.23 -0.72
H -0.36 0.43 -0.21
H 0.31 0.25 0.08
H 1.43 1.08 1.06
H -0.08 2.28 2.05

Computed properties:
- Relative energy (zero: lowest compared OMol25 entry of this formula, charge and spin): 478.6 kJ/mol
- Frontier orbital gap (spin up / spin down): 7.1 / 7.8 eV
- E: -9747.504 eV
- Charge: +1
- E_LUMO (spin up / spin down): -0.204 / -0.189 Ha

---

C10H16OS | the ωB97M-V functional and the def2-TZVPD basis

Each line ends with the Löwdin charge.
Positions of all 28 atoms, in Å:
1 C -2.675 1.816 -0.338  -0.20
2 C -3.012 2.147 -1.806  -0.11
3 C -2.097 0.425 -0.221  -0.25
4 C -2.826 -0.705 -0.513  -0.04
5 C -0.867 0.270 0.414  -0.03
6 C -2.345 -1.981 -0.205  -0.02
7 C -0.325 -0.982 0.651  -0.03
8 C -1.084 -2.101 0.343  -0.32
9 O -0.441 -3.326 0.459  0.03
10 H -1.911 2.511 0.003  0.10
11 H -3.580 2.007 0.235  0.11
12 H -3.918 1.637 -2.123  0.07
13 H -3.759 -0.707 -1.068  0.11
14 H -0.296 1.151 0.676  0.10
15 H -2.896 -2.871 -0.458  0.11
16 H 0.582 -1.088 1.202  0.06
17 H -0.971 -3.973 0.902  0.09
18 H -2.151 1.978 -2.443  0.07
19 H -3.179 3.222 -1.961  0.07
20 C 3.980 -0.962 -0.265  -0.42
21 C 4.312 1.021 1.653  -0.46
22 S 3.027 0.150 0.782  0.76
23 H 3.418 -1.864 -0.487  0.03
24 H 4.251 -0.432 -1.185  0.03
25 H 4.965 -1.218 0.135  0.04
26 H 5.226 1.165 1.079  0.04
27 H 4.534 0.650 2.653  0.03
28 H 4.037 2.060 1.886  0.03

Atomic forces in eV per Å
C 0.24 0.26 -1.40
C 0.16 1.02 0.28
C -0.42 0.63 1.21
C -0.28 -1.31 -0.35
C 0.24 -0.16 -0.36
C 0.29 0.48 -0.25
C -1.00 0.20 0.21
C 0.69 -0.45 -0.12
O 0.42 0.63 -0.07
H -0.02 0.15 0.13
H 0.05 -0.37 0.37
H 0.19 -0.24 -0.30
H -0.12 0.51 0.26
H 0.01 0.04 0.11
H -0.16 -0.09 -0.11
H 0.62 -0.14 -0.03
H -0.66 -0.46 0.27
H -0.02 -0.65 -0.25
H -0.30 -0.11 0.37
C 0.93 0.48 -0.59
C 0.54 1.35 0.74
S -0.26 -0.09 0.13
H -0.09 0.04 0.03
H -0.41 -0.21 -0.11
H -0.36 -0.20 0.54
H 0.05 -0.45 -0.13
H 0.17 -0.65 -0.20
H -0.53 -0.21 -0.41

Computed properties:
- Relative energy (zero: lowest compared OMol25 entry of this formula, charge and spin): 67.7 kJ/mol
- Frontier orbital gap: 9.4 eV
- E: -23511.652 eV
- E_LUMO: 0.034 Ha

---

C24H30BrN3O4 | the ωB97M-V functional and the def2-TZVPD basis

Each line ends with the Löwdin charge.
Positions of all 62 atoms, in Å:
1 C -4.370 -2.804 2.644  -0.06
2 C -3.149 -3.555 2.135  -0.21
3 H -2.356 -3.544 2.890  0.12
4 H -3.398 -4.583 1.868  0.12
5 O -2.644 -2.973 0.927  0.01
6 C -1.856 -1.912 1.047  -0.48
7 O -1.506 -1.421 2.090  0.11
8 C -1.435 -1.366 -0.313  -0.08
9 N -0.303 -0.467 -0.229  -0.02
10 H -0.483 0.205 0.517  0.09
11 C 0.974 -1.135 0.050  -0.23
12 C 2.155 -0.180 0.067  -0.10
13 C 3.245 -0.561 0.835  -0.08
14 C 4.399 0.199 0.850  -0.68
15 C 4.499 1.357 0.100  -0.12
16 C 3.421 1.748 -0.667  0.01
17 C 2.245 0.997 -0.697  -0.17
18 N 1.144 1.395 -1.446  0.13
19 C 0.929 2.558 -2.116  -0.49
20 O 1.768 3.396 -2.372  0.06
21 C -0.534 2.708 -2.498  -0.07
22 H -0.602 3.295 -3.414  0.12
23 H -0.986 1.730 -2.658  0.11
24 C -1.296 3.455 -1.388  -0.17
25 N -1.122 2.833 -0.078  -0.17
26 C -2.361 2.785 0.688  -0.17
27 C -2.122 2.100 2.037  -0.19
28 O -1.110 2.741 2.775  -0.12
29 C 0.089 2.783 2.040  -0.18
30 C -0.106 3.514 0.714  -0.15
31 H 0.835 3.536 0.164  0.11
32 H -0.408 4.555 0.930  0.14
33 H 0.813 3.309 2.664  0.13
34 H 0.455 1.761 1.851  0.12
35 H -3.024 2.153 2.649  0.13
36 H -1.858 1.043 1.884  0.10
37 H -3.104 2.217 0.123  0.12
38 H -2.756 3.799 0.876  0.13
39 H -0.959 4.500 -1.371  0.13
40 H -2.357 3.453 -1.650  0.12
41 H 0.329 0.798 -1.271  0.08
42 H 3.477 2.646 -1.259  0.10
43 H 5.403 1.944 0.114  0.10
44 Br 5.871 -0.368 1.918  0.72
45 H 3.193 -1.465 1.424  0.11
46 C 1.262 -2.196 -0.995  -0.19
47 C 1.464 -3.515 -0.610  -0.03
48 C 1.747 -4.488 -1.552  -0.08
49 C 1.828 -4.153 -2.892  -0.09
50 C 1.627 -2.840 -3.283  -0.07
51 C 1.348 -1.865 -2.342  -0.02
52 H 1.202 -0.844 -2.656  0.11
53 H 1.693 -2.571 -4.327  0.10
54 H 2.050 -4.911 -3.628  0.10
55 H 1.905 -5.509 -1.237  0.10
56 H 1.399 -3.784 0.435  0.12
57 H 0.937 -1.631 1.034  0.14
58 H -1.211 -2.195 -0.988  0.13
59 H -2.287 -0.811 -0.722  0.14
60 H -4.767 -3.309 3.520  0.08
61 H -4.097 -1.788 2.919  0.07
62 H -5.139 -2.770 1.876  0.08

Atomic forces in eV per Å
C 0.32 -0.06 -0.25
C -0.16 -0.04 0.52
H -0.10 -0.08 -0.15
H 0.08 0.12 0.03
O -0.11 -0.08 -0.30
C 0.29 0.17 -0.24
O -0.05 -0.05 0.14
C -0.03 0.05 0.14
N -0.13 -0.14 0.24
H 0.03 -0.01 -0.17
C 0.08 -0.27 -0.02
C 0.00 0.26 0.13
C 0.11 0.17 0.01
C 0.18 -0.10 0.12
C 0.00 -0.23 0.16
C -0.02 0.16 -0.11
C 0.41 0.04 0.21
N -0.19 -0.19 -0.15
C -0.40 -0.38 -0.28
O 0.22 0.38 0.01
C 0.01 0.38 0.12
H 0.07 -0.08 -0.03
H -0.04 -0.04 -0.01
C 0.06 -0.16 -0.19
N -0.20 0.03 0.12
C 0.03 -0.06 0.32
C -0.28 0.02 -0.28
O -0.07 0.10 0.16
C 0.25 0.22 -0.27
C 0.11 -0.17 0.33
H 0.05 0.06 0.04
H 0.04 -0.04 -0.05
H 0.03 -0.07 -0.08
H 0.03 0.06 0.03
H 0.02 -0.08 -0.09
H -0.05 0.06 0.03
H -0.05 0.03 0.03
H -0.03 -0.04 -0.04
H -0.07 -0.01 0.01
H 0.05 0.05 0.04
H 0.02 0.24 -0.12
H -0.01 0.01 -0.03
H 0.06 0.04 0.00
Br -0.13 0.05 -0.09
H -0.02 -0.09 0.06
C -0.10 -0.17 0.12
C -0.05 0.14 0.03
C 0.04 -0.12 -0.08
C 0.02 -0.12 0.01
C -0.01 0.09 -0.06
C -0.02 -0.06 0.00
H -0.01 0.14 -0.05
H 0.01 0.02 -0.09
H 0.02 -0.06 -0.06
H 0.01 -0.09 0.02
H -0.01 0.00 0.12
H 0.04 0.07 -0.17
H -0.12 0.09 0.03
H -0.01 -0.16 0.00
H -0.08 -0.04 0.10
H -0.01 0.05 0.05
H -0.10 -0.01 -0.03

Computed properties:
- Frontier orbital gap: 8.7 eV
- E: -108078.609 eV
- E_LUMO: 0.019 Ha